{
  "formula": "C4H11N2O2",
  "method": "wB97M-V/def2-TZVPD",
  "elements": ["C", "C", "C", "C", "N", "N", "O", "O", "H", "H", "H", "H", "H", "H", "H", "H", "H", "H", "H"],
  "positions_angstrom": [[-1.40844, 0.33669, 0.70581], [2.46837, 0.69375, 2.02255], [-2.43189, 0.24032, -1.52764], [2.29098, -0.53058, -0.74010], [1.75261, 1.18416, 0.83687], [-2.50252, 0.49105, 1.38130], [-1.33706, 0.16568, -0.50147], [1.56072, 0.65379, -0.30364], [3.02947, -0.30684, 2.06630], [3.13405, 1.50794, 2.22354], [1.77088, 0.85899, 2.85203], [-3.25236, 0.97948, -1.23389], [-2.84926, -0.75877, -1.67521], [-1.92933, 0.65043, -2.41643], [2.77527, -0.92111, 0.11863], [2.78352, -0.37019, -1.66638], [1.48060, -1.34002, -1.02297], [-2.48339, 0.69750, 2.41559], [-3.35375, 0.56705, 0.82072]],
  "atomic_forces_ev_per_a": [[1.774, 0.352, 4.235], [0.416, -1.632, -0.872], [-0.763, 1.196, 0.407], [-3.510, -2.504, 0.188], [-1.736, 0.389, 0.513], [-1.040, 0.553, 0.830], [-0.157, -0.367, -4.357], [1.431, 0.036, 0.062], [-1.094, 1.437, -0.221], [0.934, 0.549, -0.126], [-0.265, -0.537, -0.292], [1.173, -1.002, -0.195], [0.224, 0.228, 0.018], [-0.252, -0.448, 0.404], [1.150, -0.306, 0.175], [0.939, 0.734, -0.302], [1.247, 1.690, 0.700], [-0.153, -0.387, -2.022], [-0.320, 0.018, 0.856]],
  "nbo_charge": [0.50, -0.54, -0.31, -0.30, 0.16, -0.81, -0.47, -0.17, 0.23, 0.27, 0.28, 0.20, 0.22, 0.23, 0.21, 0.24, 0.23, 0.45, 0.39],
  "charge": 1,
  "de_lowest_kcal_mol": 193.5,
  "molar_mass_g_mol": 119.1,
  "homo_ev": [-11.15, -12.70],
  "fmax_ev_per_a": 4.6
}